1.
DFT (wB97M-V/def2-TZVPD) results for a 2-piece molecular cluster, C3H5N3 overall.

Calculated values
HOMO level	-9.16	eV
charge	0

Each line ends with the natural charge from an NBO analysis.
Positions of all 11 atoms, in Å:
C: -2.09 -0.64 0.10  -0.73
C: -1.30 -0.86 -1.10  0.30
N: -0.64 -1.01 -2.04  -0.35
N: 3.20 0.44 1.08  -0.47
N: 2.16 0.73 0.48  -0.01
C: 1.06 0.91 0.04  -0.09
H: -1.47 -0.14 0.86  0.27
H: -2.95 0.00 -0.13  0.25
H: -2.46 -1.59 0.50  0.26
H: 3.75 1.30 1.20  0.34
H: 0.74 0.87 -0.99  0.24

***

2.
DFT (wB97M-V/def2-TZVPD) results for C29H35ClCuF3N4O5S2 as an isolated structure.

Calculated values
HOMO level	-2.30	eV
charge	-2

Each line ends with the Mulliken charge.
Positions of all 80 atoms, in Å:
Cu: 10.27 21.15 10.81  -0.87
S: 11.86 21.48 9.29  -0.38
C: 12.17 23.12 9.68  0.56
C: 13.20 23.74 8.95  -0.51
C: 13.73 24.98 9.34  -0.57
C: 13.22 25.58 10.53  -0.36
C: 12.24 24.98 11.24  -0.97
C: 11.72 23.71 10.88  0.40
S: 10.64 22.91 11.97  -0.02
H: 13.63 23.16 8.18  0.39
H: 14.71 25.32 9.03  0.27
H: 13.75 26.45 10.91  0.33
H: 11.77 25.51 11.97  0.57
F: 6.50 12.97 6.21  -0.22
C: 5.23 12.60 6.45  0.77
F: 4.49 13.74 6.64  -0.30
F: 4.83 12.06 5.30  -0.30
C: 5.09 11.59 7.70  0.35
O: 3.95 11.22 7.90  -0.71
O: 6.17 11.41 8.24  -0.63
O: 10.86 24.35 14.69  -0.51
C: 11.91 24.22 15.58  0.32
O: 12.01 24.80 16.64  -0.64
C: 12.93 23.17 15.11  0.52
N: 12.13 21.91 15.20  -0.72
C: 13.33 20.91 14.92  -0.50
C: 14.40 21.43 15.83  -0.43
C: 14.20 22.90 16.00  -0.56
H: 13.16 23.43 13.81  0.23
H: 11.54 21.74 14.44  0.30
H: 10.89 23.80 13.86  0.17
H: 13.53 21.51 13.77  0.33
H: 12.71 19.88 15.39  0.25
H: 15.38 21.08 15.08  0.18
H: 14.50 20.78 16.68  0.32
H: 15.18 23.69 15.32  0.20
H: 13.99 23.48 17.09  0.24
C: 9.49 13.95 9.68  -1.97
C: 10.56 15.01 9.32  2.23
C: 11.84 14.17 8.93  -1.78
C: 10.98 15.83 10.53  -2.29
C: 10.16 15.96 8.12  1.22
O: 11.10 17.06 7.95  -0.70
C: 10.13 15.36 6.70  -1.53
C: 9.15 14.15 6.40  -0.47
C: 9.86 12.86 6.13  0.34
C: 9.28 11.62 6.47  -0.31
C: 9.94 10.45 6.27  -0.79
C: 11.11 10.40 5.60  0.27
Cl: 11.87 8.77 5.56  -0.26
C: 11.72 11.59 5.18  -0.80
C: 11.05 12.80 5.42  -0.38
C: 8.72 16.64 8.37  -1.88
N: 8.69 17.73 9.25  0.94
C: 9.27 19.04 9.13  -0.02
N: 9.16 19.69 10.26  -0.09
C: 8.45 18.80 11.10  -0.39
N: 8.19 17.66 10.53  -1.05
H: 9.87 13.42 10.55  0.51
H: 9.55 13.26 8.88  0.57
H: 8.51 14.28 9.85  0.26
H: 12.13 13.58 9.82  0.47
H: 12.55 14.95 8.65  0.38
H: 11.72 13.45 8.09  0.27
H: 11.15 15.17 11.36  0.53
H: 10.17 16.45 10.92  0.37
H: 11.84 16.45 10.35  0.59
H: 11.22 17.49 8.81  0.49
H: 11.19 14.98 6.56  0.20
H: 10.08 16.15 5.96  0.78
H: 8.59 14.52 5.48  0.51
H: 8.38 14.00 7.10  0.45
H: 8.35 11.64 7.12  0.36
H: 9.46 9.60 6.72  0.44
H: 12.66 11.70 4.65  0.41
H: 11.55 13.70 5.23  0.51
H: 7.90 15.93 8.57  0.36
H: 8.53 17.07 7.40  0.62
H: 9.54 19.35 8.18  0.68
H: 8.12 18.99 12.13  0.41

***

3.
DFT (wB97M-V/def2-TZVPD) results for C32H49IrN4O4P2S as an isolated structure.

Calculated values
2S+1	2
HOMO level (alpha / beta)	-16.77 / -17.43	eV
charge	+3

Each line ends with the Löwdin spin population.
Positions of all 93 atoms, in Å:
Ir: 0.43 -1.40 0.52  0.10
C: 1.77 -4.26 -0.29  0.00
C: 0.78 -3.98 -1.43  0.00
C: 0.31 -5.29 -2.08  0.00
P: -0.59 -2.95 -0.81  0.01
C: -1.73 -2.49 -2.17  0.00
C: -3.19 -2.40 -1.73  0.00
C: -1.25 -1.22 -2.89  0.00
C: -1.48 -3.90 0.46  0.09
C: -2.22 -5.04 0.20  0.01
C: -2.90 -5.68 1.24  0.15
C: -2.86 -5.17 2.53  -0.01
C: -2.13 -4.03 2.82  0.11
C: -1.41 -3.41 1.78  0.03
N: -0.64 -2.30 1.94  0.34
C: -0.37 -1.57 3.11  0.02
C: -0.05 -2.11 4.36  0.05
C: 0.36 -1.24 5.36  -0.01
C: 0.46 0.13 5.13  0.05
C: 0.15 0.67 3.89  0.00
C: -0.29 -0.17 2.88  0.04
P: -0.92 0.27 1.22  0.00
C: -0.33 1.92 0.75  0.00
C: -1.07 3.04 1.50  0.00
C: -0.33 2.16 -0.76  0.00
C: -2.74 0.04 1.21  0.00
C: -3.35 0.50 2.54  0.00
C: -3.41 0.72 0.02  0.00
H: 2.59 -4.86 -0.66  0.00
H: 1.29 -4.82 0.52  0.00
H: 2.20 -3.34 0.12  0.00
H: 1.27 -3.35 -2.19  0.00
H: 0.00 -6.01 -1.33  0.00
H: 1.15 -5.72 -2.63  0.00
H: -0.50 -5.15 -2.80  0.00
H: -1.62 -3.31 -2.89  0.00
H: -3.33 -1.69 -0.91  0.00
H: -3.59 -3.36 -1.42  0.00
H: -3.78 -2.05 -2.58  0.00
H: -1.28 -0.35 -2.23  0.00
H: -1.90 -1.03 -3.74  0.00
H: -0.25 -1.34 -3.28  0.00
H: -2.29 -5.44 -0.80  0.00
H: -3.48 -6.57 1.03  0.01
H: -3.42 -5.65 3.32  0.00
H: -2.14 -3.62 3.82  0.00
H: -0.05 -3.18 4.52  0.00
H: 0.62 -1.64 6.33  0.00
H: 0.78 0.78 5.94  0.00
H: 0.22 1.74 3.74  0.00
H: 0.71 1.89 1.08  0.00
H: -2.06 3.22 1.08  0.00
H: -0.49 3.95 1.39  0.00
H: -1.18 2.85 2.57  0.00
H: -1.34 2.20 -1.17  0.00
H: 0.24 1.42 -1.30  0.00
H: 0.13 3.13 -0.95  0.00
H: -2.87 -1.05 1.13  0.00
H: -3.23 1.58 2.69  0.00
H: -2.95 -0.02 3.41  0.00
H: -4.42 0.30 2.51  0.00
H: -3.42 1.81 0.14  0.00
H: -4.45 0.40 -0.02  0.00
H: -2.95 0.48 -0.94  0.00
C: 3.47 5.48 0.53  0.00
C: 4.55 4.42 0.69  0.00
S: 4.01 2.88 0.00  0.00
O: 3.80 3.02 -1.42  0.00
O: 2.91 2.35 0.80  0.00
C: 5.38 1.76 0.24  0.00
C: 5.34 0.61 -0.77  0.00
N: 3.98 0.09 -1.05  0.00
C: 3.16 -0.48 -0.16  0.00
N: 1.94 -0.69 -0.70  0.01
C: 1.99 -0.18 -1.99  0.00
C: 3.23 0.29 -2.20  0.00
N: 3.71 0.86 -3.45  0.00
O: 2.83 1.17 -4.22  0.00
O: 4.90 0.90 -3.63  0.00
C: 3.53 -0.80 1.25  0.00
H: 3.84 6.42 0.93  0.00
H: 2.57 5.21 1.09  0.00
H: 3.21 5.63 -0.52  0.00
H: 4.80 4.23 1.73  0.00
H: 5.46 4.68 0.14  0.00
H: 5.35 1.43 1.27  0.00
H: 6.30 2.32 0.08  0.00
H: 5.96 -0.22 -0.43  0.00
H: 5.72 0.93 -1.73  0.00
H: 1.16 -0.19 -2.67  0.00
H: 4.58 -1.10 1.32  0.00
H: 2.93 -1.63 1.63  0.00
H: 3.37 0.08 1.88  0.00

***

4.
DFT (wB97M-V/def2-TZVPD) results for C18H16CeN5O2S as an isolated structure.

Calculated values
2S+1	2
HOMO level (alpha / beta)	-7.04 / -7.43	eV
charge	0

Each line ends with the Löwdin spin population.
Positions of all 43 atoms, in Å:
Ce: -0.67 1.57 -0.19  1.00
C: 4.24 2.68 -0.49  0.00
C: 4.31 1.71 0.50  0.00
C: 3.31 0.77 0.64  0.00
C: 2.21 0.78 -0.23  0.00
C: 2.13 1.78 -1.22  0.00
C: 3.15 2.72 -1.34  0.00
N: 1.13 -0.11 -0.11  0.00
C: 1.27 -1.42 0.00  0.00
C: 2.51 -2.10 -0.25  0.00
C: 2.61 -3.45 -0.17  0.00
C: 1.50 -4.26 0.21  0.00
C: 0.31 -3.66 0.46  0.00
C: 0.13 -2.25 0.36  0.00
N: -1.10 -1.84 0.65  0.00
N: -1.42 -0.60 0.54  -0.01
C: -2.72 -0.29 0.90  0.00
C: -3.60 -1.13 1.59  0.00
C: -4.88 -0.70 1.82  0.00
C: -5.27 0.56 1.37  0.00
C: -4.33 1.35 0.73  0.00
N: -3.08 0.95 0.50  0.00
H: 5.03 3.42 -0.59  0.00
H: 5.15 1.69 1.18  0.00
H: 3.35 0.03 1.43  0.00
H: 1.30 1.77 -1.92  0.00
H: 3.09 3.47 -2.11  0.00
H: 3.36 -1.51 -0.55  0.00
H: 3.55 -3.93 -0.41  0.00
H: 1.61 -5.33 0.28  0.00
H: -0.57 -4.24 0.74  0.00
H: -3.24 -2.10 1.90  0.00
H: -5.59 -1.33 2.34  0.00
H: -6.27 0.93 1.53  0.00
H: -4.59 2.34 0.38  0.00
C: -1.58 0.52 -2.96  0.00
O: -1.06 1.58 -2.22  -0.01
H: -1.81 0.83 -3.99  0.00
H: -2.52 0.13 -2.53  0.00
H: -0.88 -0.32 -3.03  0.00
O: -0.07 3.69 0.35  0.00
S: 0.21 3.34 1.81  0.00
N: -0.19 1.96 2.11  0.00

***

Number 1: total energy -281.4602 hartree, largest force on an atom 1.15 eV Å⁻¹. Number 2: total energy -4917.8908 hartree, largest force on an atom 5.76 eV Å⁻¹. Number 3: total energy -2953.0085 hartree, largest force on an atom 1.06 eV Å⁻¹. Number 4: total energy -1993.1125 hartree, largest force on an atom 2.32 eV Å⁻¹.